# 1
Here is a structure of composition C18H19AsAuNS at a distorted geometry from the Open Molecules 2025 dataset. Energies are from ωB97M-V with the def2-TZVPD basis set.

Calculated values
Gap between HOMO and LUMO: 7.8 eV
Energy relative to the best compared isomer or geometry (same formula, charge and spin): 0.0000 eV
Charge: 0
M: 553.31 g mol⁻¹
LUMO: 0.383 eV

Atoms and positions in Å:
H -1.62677 1.81543 -4.33352
H -1.34721 2.32284 -0.74416
C 1.23884 -0.76046 4.14781
H 6.53457 -1.16026 -0.60394
H -1.04158 -2.30009 -2.15075
H -1.48177 0.35670 1.45267
H -2.74782 -0.31944 0.36012
C -1.74154 -0.40234 0.72108
N 1.91122 -0.94710 2.98782
H 3.76780 -0.15203 6.37262
C -4.93185 1.52956 -3.92412
As -0.61609 -0.09673 -0.93645
H 4.13113 -1.19839 -1.48246
Au 1.54281 -0.93026 -0.18248
H 5.05684 -0.74277 4.29596
S 5.73889 -0.99390 1.76046
C -3.82488 1.46199 -1.77614
H 0.16234 -0.92490 4.04201
H -3.67407 1.70810 -5.63810
H -5.94769 1.23784 -1.98174
C -5.00722 1.47010 -2.52274
C 1.82979 -0.53782 5.41072
H -0.41447 1.98624 -2.14811
C -2.56013 1.63938 -2.39615
C 5.63643 -1.13655 -0.00723
C -2.55986 1.71596 -3.80487
C 3.23682 -0.44847 5.45564
C -1.28936 1.66580 -1.62252
C 3.96567 -0.71973 4.25879
H -5.87477 1.55393 -4.48701
C 4.37461 -1.19240 -0.46692
C 3.97401 -0.98322 1.79083
H 1.21067 -0.36035 6.28734
C -1.44789 -1.30820 -2.22545
H -1.31629 -1.04637 -3.28838
C -3.70504 1.66466 -4.55783
H -1.50792 -1.42389 1.05358
C 3.42597 -1.15093 0.52826
H -3.83320 1.48799 -0.68688
H -2.50680 -1.46767 -2.00744
C 3.26580 -0.91225 3.04967

How is the electron density shared among the atoms? According to natural (NBO), the charges in e are: number 1, H, carries 0.209; number 2, H, carries 0.243; number 3, C, carries 0.043; number 4, H, carries 0.222; number 5, H, carries 0.242; number 6, H, carries 0.235; number 7, H, carries 0.213; number 8, C, carries -0.904; number 9, N, carries -0.430; number 10, H, carries 0.218; number 11, C, carries -0.208; number 12, As, carries 0.911; number 13, H, carries 0.216; number 14, Au, carries 0.346; number 15, H, carries 0.219; number 16, S, carries 0.343; number 17, C, carries -0.209; number 18, H, carries 0.187; number 19, H, carries 0.220; number 20, H, carries 0.222; number 21, C, carries -0.210; number 22, C, carries -0.295; number 23, H, carries 0.241; number 24, C, carries -0.050; number 25, C, carries -0.357; number 26, C, carries -0.199; number 27, C, carries -0.160; number 28, C, carries -0.691; number 29, C, carries -0.247; number 30, H, carries 0.217; number 31, C, carries -0.309; number 32, C, carries -0.271; number 33, H, carries 0.220; number 34, C, carries -0.967; number 35, H, carries 0.245; number 36, C, carries -0.212; number 37, H, carries 0.242; number 38, C, carries -0.340; number 39, H, carries 0.208; number 40, H, carries 0.231; number 41, C, carries 0.166

# 2
Here is the ion C2H3Br2O2Si with charge -1 at a distorted geometry from the Open Molecules 2025 dataset. Energies are from ωB97M-V with the def2-TZVPD basis set.

Calculated values
Gap between HOMO and LUMO: 7.2 eV
Energy relative to the best compared isomer or geometry (same formula, charge and spin): 0.5384 eV
Charge: -1
M: 246.94 g mol⁻¹
LUMO: 3.361 eV

Atoms and positions in Å:
O -1.22078 1.89089 -0.75116
C -1.66442 0.84915 -0.40881
Br -3.75579 0.90893 -0.02867
H 2.53261 -0.37203 0.71521
O -1.27576 -0.27816 -0.15717
C 1.63804 -0.02583 0.19636
Br 0.27887 -2.93591 -0.01204
Si 0.11383 -0.85537 0.99564
H 1.58845 1.05349 0.31899
H 1.76495 -0.23515 -0.86835

How is the electron density shared among the atoms? According to natural (NBO), the charges in e are: number 1, O, carries -0.587; number 2, C, carries 0.901; number 3, Br, carries -0.363; number 4, H, carries 0.220; number 5, O, carries -0.755; number 6, C, carries -1.173; number 7, Br, carries -0.503; number 8, Si, carries 0.815; number 9, H, carries 0.224; number 10, H, carries 0.221

# 3
Here is a structure of composition C26H35BCl2N6O3Pd at a distorted geometry from the Open Molecules 2025 dataset. Energies are from ωB97M-V with the def2-TZVPD basis set.

Calculated values
Gap between HOMO and LUMO (alpha / beta): 9.0 / 6.9 eV
Spin multiplicity: 3
Charge: 0
M: 667.74 g mol⁻¹
⟨S²⟩: 2.005
LUMO (alpha / beta): 0.530 / -1.543 eV

Atoms and positions in Å:
H 0.87910 1.65170 0.15280
C 3.65230 -2.32850 0.40090
C 1.13090 2.72100 -0.05880
C 4.37830 -1.50120 -0.42610
B 1.31060 -2.32020 1.45720
C -1.02470 1.82810 3.08130
C 2.14100 3.32370 0.66130
H 0.16490 0.21370 5.21890
C 0.38640 3.40810 -1.00850
C -1.71990 -2.49390 -0.53920
H -1.09880 2.69240 1.09780
H 5.99820 0.50550 -1.55930
H 3.92470 1.62260 -0.81730
N -0.70810 -1.84930 0.02690
H 0.49060 3.35000 2.77110
H 3.19010 5.15470 1.00530
O -1.24190 3.32680 -2.73360
Cl 0.01600 -0.53900 -5.59760
C 0.30320 -0.07080 4.19790
H 5.14040 -0.23960 -2.91310
H -1.78270 1.62730 3.84970
C -0.72610 2.72230 -1.77760
H 2.72400 0.41560 -3.34420
C -1.56600 -3.86560 -0.29900
C 2.41500 4.66680 0.43190
C 3.84220 0.79240 -1.53110
C 3.51520 -0.44550 -0.74460
O 0.02360 5.46430 -2.17380
Cl 0.22360 -0.89090 -2.70840
H -0.61380 4.81960 -2.60460
C 1.69800 5.37970 -0.50530
H 1.78450 1.23460 -2.07100
N 0.09230 -2.73810 0.62230
H -2.51740 -0.70290 -1.33270
C -1.72690 2.08580 1.74710
C -0.40940 -3.96870 0.44340
H 2.98570 2.12710 -2.99190
H -2.11530 -2.37360 -3.20670
C -0.22970 3.05950 3.53400
H 1.90020 6.42680 -0.67720
H 0.30280 2.85590 4.46170
C -4.10120 -1.84300 -0.41960
H -3.96890 -1.36720 0.54870
N 0.87190 -1.17550 2.38220
C 0.68340 4.76350 -1.25340
N 2.34480 -0.65820 -0.13980
C 5.17500 0.62690 -2.25670
C -3.03660 -2.36910 -2.63040
H -2.19440 -4.66480 -0.63250
N 0.21030 -0.08100 1.98050
H -4.91520 -1.34910 -0.94380
C 0.94610 -1.18740 3.71970
H -1.95670 1.14600 1.23370
O -1.08720 1.56020 -1.43570
H -0.90390 3.89630 3.70500
H 5.38730 -1.63960 -0.74650
H 1.71260 -3.23440 2.09150
H 0.00570 1.11770 -3.93130
H -4.37870 -2.88180 -0.25410
H 0.06490 -4.82970 0.86760
C 2.76150 1.15870 -2.55030
H 5.36920 1.50480 -2.86480
C -0.42140 0.11960 -4.01620
H -1.50670 0.14630 -3.92780
H -2.65720 2.62700 1.90980
Pd 0.21470 0.14700 -0.28630
C -0.15690 0.60570 3.05930
H -3.37540 -3.39740 -2.53020
H -3.79240 -1.81500 -3.18050
H 3.92870 -3.23960 0.89280
H 2.70260 2.75130 1.38620
C -2.81450 -1.76040 -1.24580
N 2.43250 -1.79910 0.55250
H 1.43230 -1.98940 4.23630

How is the electron density shared among the atoms? According to Mulliken, the charges in e are: number 1, H, carries 2.714; number 2, C, carries -0.587; number 3, C, carries 1.000; number 4, C, carries -1.180; number 5, B, carries -0.041; number 6, C, carries 0.813; number 7, C, carries -1.782; number 8, H, carries 0.553; number 9, C, carries 0.033; number 10, C, carries -0.152; number 11, H, carries 0.090; number 12, H, carries 0.428; number 13, H, carries -0.198; number 14, N, carries 0.406; number 15, H, carries 0.146; number 16, H, carries 0.421; number 17, O, carries -0.923; number 18, Cl, carries -0.168; number 19, C, carries -1.574; number 20, H, carries 0.413; number 21, H, carries 0.538; number 22, C, carries 0.422; number 23, H, carries 0.456; number 24, C, carries -0.937; number 25, C, carries -0.972; number 26, C, carries 1.740; number 27, C, carries -0.483; number 28, O, carries -0.700; number 29, Cl, carries -0.040; number 30, H, carries 0.361; number 31, C, carries -0.871; number 32, H, carries -0.337; number 33, N, carries 0.027; number 34, H, carries -0.316; number 35, C, carries -1.328; number 36, C, carries -0.644; number 37, H, carries 0.420; number 38, H, carries 0.287; number 39, C, carries -1.322; number 40, H, carries 0.449; number 41, H, carries 0.430; number 42, C, carries -1.714; number 43, H, carries 0.379; number 44, N, carries -0.395; number 45, C, carries -0.025; number 46, N, carries 0.962; number 47, C, carries -2.002; number 48, C, carries -1.656; number 49, H, carries 0.538; number 50, N, carries 1.168; number 51, H, carries 0.436; number 52, C, carries -0.209; number 53, H, carries 0.047; number 54, O, carries -0.508; number 55, H, carries 0.390; number 56, H, carries 0.522; number 57, H, carries -0.148; number 58, H, carries 0.263; number 59, H, carries 0.369; number 60, H, carries 0.499; number 61, C, carries -0.758; number 62, H, carries 0.455; number 63, C, carries -0.368; number 64, H, carries 0.368; number 65, H, carries 0.575; number 66, Pd, carries -0.463; number 67, C, carries -0.334; number 68, H, carries 0.403; number 69, H, carries 0.408; number 70, H, carries 0.485; number 71, H, carries 0.592; number 72, C, carries 1.618; number 73, N, carries 0.020; number 74, H, carries 0.492